# 1
{
  "formula": "C13H24BF4N2OReSi",
  "method": "ωB97M-V/def2-TZVPD",
  "species": ["Re", "Si", "F", "F", "F", "F", "O", "N", "N", "C", "C", "C", "C", "C", "C", "C", "C", "C", "C", "C", "C", "C", "B", "H", "H", "H", "H", "H", "H", "H", "H", "H", "H", "H", "H", "H", "H", "H", "H", "H", "H", "H", "H", "H", "H", "H", "H"],
  "positions_angstrom": [[-0.792876, 0.155870, 0.108580], [2.567804, -0.646825, -0.162894], [-1.855010, -1.161063, -2.481352], [-2.636938, 0.226333, 0.065410], [-4.103728, -1.525018, -2.567101], [-3.247347, 0.529106, -3.098608], [-0.437998, 1.699287, -0.754414], [0.798247, -0.845985, 0.284013], [-1.028236, -1.700475, 1.183417], [0.257366, -1.999132, 0.922822], [0.820056, -3.205995, 1.237229], [-0.012646, -4.108215, 1.907108], [0.009265, 3.657648, 0.621207], [-2.040955, 3.464743, -0.818821], [-1.835870, -2.540043, 1.827280], [2.761371, 1.131167, -0.619391], [-1.317944, -3.780801, 2.210783], [3.520438, -1.057459, 1.374106], [-0.553150, 3.170504, -0.703111], [-3.242381, -2.139496, 2.127201], [0.218905, 3.706526, -1.892451], [2.874090, -1.784265, -1.587714], [-3.079477, -0.726099, -2.745540], [-2.471478, 2.952876, -1.679985], [2.286584, -1.478201, -2.455300], [0.379422, -5.074032, 2.197112], [-1.953682, -4.474002, 2.742946], [-2.184714, 4.536870, -0.946307], [1.840477, -3.446954, 0.984688], [-3.937760, -2.790706, 1.595720], [2.547058, 1.779545, 0.231826], [4.541118, -0.681875, 1.272240], [-3.434164, -2.257238, 3.193898], [3.929140, -1.752166, -1.868876], [3.590237, -2.126027, 1.576140], [3.787553, 1.325341, -0.938694], [3.076993, -0.574404, 2.247281], [2.100589, 1.404100, -1.441926], [-2.574143, 3.148569, 0.078985], [-3.437672, -1.111293, 1.841019], [-0.285580, 4.695936, 0.772175], [-0.127798, 3.245633, -2.817294], [0.061643, 4.782516, -1.962660], [1.097254, 3.604577, 0.638106], [1.287795, 3.525176, -1.786529], [-0.386028, 3.067817, 1.449188], [2.624167, -2.822369, -1.361511]],
  "forces_ev_per_angstrom": [[0.261, 0.474, 0.114], [-0.079, 0.057, 0.028], [-0.086, -0.127, -0.282], [-0.192, -0.093, -0.007], [-0.006, -0.032, -0.116], [-0.002, -0.020, -0.120], [0.247, -0.036, -0.014], [-0.055, -0.173, 0.087], [-0.141, -0.047, 0.089], [0.123, 0.113, -0.136], [-0.009, -0.004, 0.033], [0.023, 0.005, -0.011], [0.016, -0.070, -0.001], [-0.024, -0.106, -0.012], [0.053, -0.124, -0.027], [-0.038, 0.066, -0.038], [-0.014, 0.035, -0.002], [0.003, -0.058, 0.074], [-0.143, 0.071, 0.046], [0.004, 0.003, -0.005], [0.006, -0.054, -0.046], [-0.033, -0.091, -0.048], [0.014, 0.117, 0.403], [0.019, 0.028, -0.018], [0.006, -0.010, -0.004], [-0.008, -0.007, -0.011], [0.006, -0.005, 0.000], [-0.010, 0.006, 0.023], [0.007, -0.001, 0.029], [0.002, 0.000, -0.004], [0.004, 0.020, -0.009], [-0.003, 0.013, -0.010], [-0.015, -0.009, -0.003], [-0.002, 0.002, 0.000], [0.007, 0.005, 0.004], [0.012, -0.035, 0.020], [0.024, 0.012, 0.002], [0.010, 0.010, -0.017], [0.004, -0.004, -0.002], [0.010, -0.002, -0.003], [0.041, 0.018, -0.011], [-0.037, 0.025, 0.005], [0.023, 0.009, -0.001], [0.009, -0.021, -0.001], [-0.002, -0.003, 0.015], [-0.047, 0.038, -0.003], [0.012, 0.003, -0.006]],
  "total_charge": 1,
  "spin_multiplicity": 2,
  "orbital_gap_ev": [7.35, 7.83]
}

# 2
{
  "formula": "C13H24BiClI2N2P2",
  "method": "ωB97M-V/def2-TZVPD",
  "species": ["Bi", "I", "I", "Cl", "P", "P", "N", "N", "C", "C", "C", "C", "C", "C", "C", "C", "C", "C", "C", "C", "C", "H", "H", "H", "H", "H", "H", "H", "H", "H", "H", "H", "H", "H", "H", "H", "H", "H", "H", "H", "H", "H", "H", "H", "H"],
  "positions_angstrom": [[-2.670918, -1.243995, 0.050963], [2.525116, -0.892489, 0.269328], [1.502439, 1.280341, -1.635228], [-4.677798, -1.615852, -1.241053], [0.809440, -1.524570, -2.097419], [-1.605342, 1.085601, 1.782483], [4.183185, 2.730244, 0.218272], [2.541358, 1.291619, 0.841572], [-0.533883, 2.206318, 2.753180], [2.458079, -1.526531, -2.893336], [3.130598, 1.703196, 2.011726], [-0.001997, -1.201425, -3.691083], [4.156414, 0.889200, 3.997879], [4.281665, 2.452108, 1.643992], [5.423589, 2.297624, 2.419874], [-2.403432, 0.225567, 3.193623], [3.375421, 1.662264, -0.246872], [-2.925348, 2.283314, 1.403431], [0.619573, -3.319525, -1.921146], [5.311918, 1.564937, 3.628111], [3.035204, 0.944369, 3.178294], [-1.622069, -0.236802, 3.821490], [2.180601, 0.306102, 3.327022], [1.147758, -3.658335, -1.020977], [4.041976, 0.979706, -0.742870], [6.377476, 2.640248, 1.989918], [1.083307, -3.725199, -2.824156], [5.012226, 2.888110, -0.354538], [-3.332800, 2.672250, 2.340839], [-1.079362, -1.334973, -3.662598], [0.257524, 1.658748, 3.269250], [3.269100, -1.650130, -2.168992], [-3.066697, -0.569354, 2.833768], [-3.698642, 1.812508, 0.801513], [-1.152054, 2.741261, 3.490876], [-0.046535, 2.926946, 2.087070], [4.111361, 0.300981, 4.912733], [6.206136, 1.472612, 4.269618], [0.213654, -0.175693, -4.014527], [-2.955202, 0.964645, 3.784807], [2.622481, -0.553166, -3.350858], [-2.489804, 3.107831, 0.820174], [2.399928, -2.273447, -3.694523], [0.461125, -1.916942, -4.379166], [-0.430622, -3.601437, -1.854662]],
  "forces_ev_per_angstrom": [[0.244, -0.362, -0.182], [-0.005, -1.119, 2.309], [-1.103, 1.735, -1.618], [0.524, 0.501, 0.300], [0.797, 0.144, -1.819], [-1.176, 0.348, 0.737], [-0.564, -0.858, 0.615], [-0.294, -1.052, -0.323], [0.870, 0.039, -0.397], [0.531, 0.256, 0.115], [1.648, -0.468, -0.583], [-0.614, 0.212, -0.026], [-0.819, 0.372, 0.217], [0.461, -0.979, -0.207], [-0.083, 0.649, -0.148], [0.489, -0.415, 0.068], [0.516, 1.848, 1.596], [0.320, 0.253, -0.430], [-0.206, -0.080, 0.678], [1.094, 0.499, -0.227], [0.414, 0.519, 0.186], [-0.380, 0.097, -0.179], [-0.084, -0.123, 0.091], [-0.107, -0.096, -0.304], [-0.431, -0.476, -0.669], [-0.363, -0.047, 0.750], [-0.184, -0.242, 0.186], [-0.130, 0.123, 0.589], [-0.058, 0.003, -0.225], [-0.127, -0.069, -0.100], [-0.146, 0.031, 0.002], [-0.096, -0.525, -0.603], [-0.083, 0.196, 0.379], [-0.289, 0.131, 0.023], [0.077, -0.251, -0.303], [-0.131, -0.050, 0.146], [0.200, 0.123, -0.241], [-0.544, 0.009, -0.533], [-0.013, -0.300, 0.020], [0.028, -0.278, -0.046], [-0.066, -0.131, -0.172], [-0.256, -0.183, 0.106], [0.459, -0.011, 0.376], [-0.355, 0.167, -0.110], [0.033, -0.140, -0.046]],
  "total_charge": 2,
  "orbital_gap_ev": [4.75, 5.00]
}

# 3
{
  "formula": "C13H24BrO5P",
  "method": "ωB97M-V/def2-TZVPD",
  "species": ["Br", "P", "O", "O", "O", "O", "O", "C", "C", "C", "C", "C", "C", "C", "C", "C", "C", "C", "C", "C", "H", "H", "H", "H", "H", "H", "H", "H", "H", "H", "H", "H", "H", "H", "H", "H", "H", "H", "H", "H", "H", "H", "H", "H"],
  "positions_angstrom": [[1.136169, -3.920692, 0.031422], [3.189427, -1.427539, -0.677457], [0.027511, -0.829720, 1.610506], [2.541818, -2.330559, -3.414662], [4.599240, -3.242946, -3.571233], [4.492369, -0.759009, -0.520752], [-2.464622, 2.943720, 1.013915], [-3.110611, 5.146123, 0.430415], [2.092810, -3.926373, -1.662022], [3.409795, -3.101127, -1.461142], [0.509442, 0.355009, 2.258900], [-3.586228, 3.833915, 1.034664], [1.465723, -3.064513, -2.781943], [3.701955, -2.921368, -2.954202], [-1.330145, -0.437131, 3.511798], [-1.427673, 3.505458, 0.200903], [-0.622838, 0.858753, 3.139330], [0.738440, -3.796239, -3.916560], [-2.050112, 4.669807, -0.553374], [-1.196903, -1.242824, 2.228997], [-3.941621, 3.945573, 2.059786], [0.775559, -2.384362, -2.282628], [-0.270119, 1.429573, 3.997812], [-2.365698, -0.300232, 3.820156], [-2.017177, -1.025324, 1.537054], [-0.089274, -3.180481, -4.250431], [-1.324582, 5.435697, -0.823493], [2.569501, -1.543908, 0.579800], [-3.915367, 5.716368, -0.031390], [4.206256, -3.607180, -0.924522], [-1.294329, 1.494612, 2.558914], [-1.168992, -2.319196, 2.407044], [2.377521, -4.933142, -1.934092], [1.405966, -3.871563, -4.769050], [2.324513, -0.648260, -1.482921], [-0.794647, -0.934245, 4.325036], [0.420233, -4.804105, -3.661212], [-1.029495, 2.736193, -0.462111], [-0.622930, 3.845881, 0.861980], [1.388016, 0.083423, 2.854524], [-2.649930, 5.769075, 1.200974], [0.813821, 1.083486, 1.505278], [-2.526000, 4.312169, -1.469693], [-4.386791, 3.387203, 0.435681]],
  "forces_ev_per_angstrom": [[-0.461, -0.515, -0.436], [0.712, 0.571, 0.371], [-0.006, 0.065, 0.088], [-0.024, -0.447, -0.372], [4.041, -1.119, -3.033], [0.722, 0.183, -0.158], [-0.022, 0.152, -0.100], [0.077, 0.112, 0.136], [1.530, 1.553, 0.514], [-0.727, -0.404, -0.187], [0.151, -0.107, 0.093], [-0.102, -0.135, -0.078], [-1.035, -0.570, -0.368], [-3.778, 1.865, 3.779], [0.136, -0.105, 0.167], [0.119, -0.007, 0.160], [-0.160, 0.188, -0.125], [0.191, 0.130, 0.156], [-0.080, -0.054, -0.162], [-0.108, 0.037, -0.185], [0.043, -0.073, 0.017], [0.171, 0.340, -0.153], [0.038, -0.045, 0.004], [-0.001, 0.010, -0.042], [-0.054, -0.028, 0.054], [-0.310, -0.172, -0.011], [0.007, -0.011, 0.025], [-0.363, -0.369, -0.358], [-0.004, -0.028, -0.006], [0.000, -0.088, 0.067], [0.018, 0.006, 0.015], [0.072, -0.005, -0.059], [-0.395, -0.302, -0.053], [0.217, -0.108, -0.015], [-0.307, -0.593, 0.115], [-0.035, -0.024, -0.010], [-0.256, 0.066, 0.194], [-0.038, -0.061, 0.055], [0.049, 0.020, -0.065], [0.023, 0.074, 0.006], [-0.028, 0.000, -0.004], [-0.003, -0.064, -0.060], [0.028, 0.004, 0.001], [-0.049, 0.060, 0.018]],
  "total_charge": 0,
  "orbital_gap_ev": 10.06
}

# 4
{
  "formula": "C13H24CoEuI2O4S3",
  "method": "ωB97M-V/def2-TZVPD",
  "species": ["Eu", "I", "I", "Co", "S", "S", "S", "O", "O", "O", "O", "C", "C", "C", "C", "C", "C", "C", "C", "C", "C", "C", "C", "C", "H", "H", "H", "H", "H", "H", "H", "H", "H", "H", "H", "H", "H", "H", "H", "H", "H", "H", "H", "H", "H", "H", "H", "H"],
  "positions_angstrom": [[0.356462, 0.118490, 0.854214], [0.446775, -3.088675, 1.135409], [0.146342, 0.621317, -4.267534], [0.459337, 0.648844, -1.847183], [-1.378369, -0.879625, -1.392814], [-0.903254, 1.739048, 3.701665], [1.638351, -1.315518, -1.568349], [-0.821292, 3.246368, -1.713553], [2.526371, 2.646461, -2.184908], [-1.034278, 1.275701, 2.223405], [3.323045, 0.968004, 3.191121], [-2.630162, 2.018851, 4.078910], [2.527219, 0.665672, 2.417084], [-3.059001, -0.328965, -1.046205], [3.910605, -2.604647, -1.095314], [3.443764, -1.215825, -1.531982], [-3.584516, -1.318848, -0.001407], [3.874483, -0.918435, -2.964798], [-0.373401, 2.184613, -1.521301], [-3.843680, -0.457934, -2.348243], [-0.618277, 0.195425, 4.598152], [-3.160396, 1.097434, -0.532628], [3.982886, -0.160750, -0.582242], [1.790703, 1.790483, -1.883605], [3.559620, 0.081218, -3.281779], [-3.509855, -2.342506, -0.385528], [-3.190466, 1.091198, 3.922460], [4.965875, -0.982200, -3.032269], [3.525454, -2.833022, -0.095207], [3.431002, -1.643390, -3.653229], [5.005180, -2.631265, -1.086246], [3.534994, -3.363996, -1.791329], [-3.002090, -1.256926, 0.925614], [-3.434399, 0.209622, -3.112686], [-4.890456, -0.195110, -2.167496], [-4.632613, -1.086642, 0.213894], [-2.870254, 1.815881, -1.304736], [-2.979427, 2.794328, 3.387546], [-4.211590, 1.273551, -0.266038], [0.402339, -0.153095, 4.391634], [-1.350549, -0.546944, 4.258256], [-2.721613, 2.372008, 5.109057], [-3.798067, -1.483280, -2.726244], [-2.548206, 1.267266, 0.361973], [3.715217, -0.382832, 0.455501], [3.621330, 0.841720, -0.834915], [-0.719872, 0.397882, 5.671232], [5.078725, -0.170971, -0.677372]],
  "forces_ev_per_angstrom": [[-0.421, -0.326, 1.719], [0.060, 0.147, -0.133], [-0.249, -0.034, -1.392], [-0.092, -2.617, 0.882], [0.412, -0.179, -0.738], [-0.737, 0.066, 1.163], [-1.212, 0.936, 0.507], [2.104, -4.757, 1.482], [-3.325, -3.891, 1.838], [1.233, -1.050, -1.465], [-3.122, -1.256, -3.145], [-0.087, 0.096, 0.041], [3.300, 1.412, 3.435], [-0.677, 1.008, 0.645], [-0.483, -0.369, -0.117], [0.995, 0.233, 0.219], [0.432, -0.681, 0.045], [-0.401, -0.023, -0.509], [-3.806, 6.323, -1.645], [0.376, -0.522, -0.902], [-0.070, 0.108, -0.238], [0.195, 0.172, -0.006], [-0.112, 0.110, 0.019], [5.327, 4.591, -2.758], [0.172, 0.007, 0.020], [-0.210, 0.086, 0.186], [0.164, 0.122, 0.083], [-0.139, -0.011, 0.007], [0.268, -0.062, -0.039], [0.252, -0.004, -0.064], [-0.184, -0.015, 0.017], [0.246, 0.012, 0.140], [-0.206, 0.019, 0.020], [-0.212, -0.012, 0.034], [0.110, 0.007, 0.130], [0.140, -0.005, -0.087], [-0.301, -0.058, 0.108], [0.146, -0.063, 0.211], [0.307, 0.130, -0.057], [-0.136, 0.190, 0.157], [0.024, 0.194, 0.189], [0.028, -0.013, -0.050], [-0.182, 0.106, -0.048], [-0.178, -0.006, 0.007], [0.194, -0.105, -0.035], [0.318, -0.105, 0.071], [0.035, -0.072, -0.157], [-0.294, 0.161, 0.210]],
  "total_charge": 4,
  "spin_multiplicity": 11,
  "orbital_gap_ev": [5.22, 5.76]
}